The following is a DFT calculation (ωB97M-V/def2-TZVPD) of a 2-piece molecular cluster, C3H4N2S overall.

Computed properties:
Frontier orbital gap = 8.25 eV
Strongest force on any atom = 3.64 eV Å⁻¹
Lowest unoccupied orbital energy = -0.01225 hartree
Highest occupied orbital energy = -8.6 eV
Net charge = 0
DFT total energy = -624.3211 a.u.
Energy above the lowest of the compared OMol25 structures with the same formula, charge and spin = 274.9 kJ/mol

Atoms and positions in Å:
C -1.204 -1.835 -0.207
C -1.802 -0.764 0.148
S -2.754 0.500 0.132
H -1.781 -2.504 -0.988
H -0.287 -2.276 0.243
N 2.401 0.473 0.334
C 1.476 1.205 0.038
N 0.537 1.904 -0.335
H 3.334 0.766 0.370
H 0.080 2.530 0.264


The following is a DFT calculation (ωB97M-V/def2-TZVPD) of C41H47N7SeZn as an isolated structure.

Computed properties:
Frontier orbital gap = 5.35 eV
Strongest force on any atom = 2.82 eV Å⁻¹
Lowest unoccupied orbital energy = -0.03879 hartree
Highest occupied orbital energy = -6.4 eV
Net charge = 0
DFT total energy = -6154.6580 a.u.
Energy above the lowest of the compared OMol25 structures with the same formula, charge and spin = 0.0 kJ/mol

Atoms and positions in Å:
Zn -0.238 -0.074 -0.004
C 1.629 2.119 -5.359
C 0.235 1.455 -5.434
C -0.014 0.583 -4.242
C -0.155 -0.778 -4.256
C -0.121 -1.711 -5.418
C 1.226 -2.352 -5.647
C -0.263 -1.187 -2.851
N -0.262 -0.086 -2.049
C -0.108 1.023 -2.870
C -0.200 2.319 -2.468
C -0.283 2.766 -1.147
C -0.235 4.184 -0.787
C -0.003 5.339 -1.710
C 1.458 5.627 -1.931
C -0.275 4.209 0.602
C -0.389 2.844 1.054
C -0.458 2.363 2.344
C -0.667 1.068 2.792
N -0.752 -0.062 1.989
C -0.951 -1.096 2.829
C -0.969 -2.429 2.394
C -0.933 -2.898 1.096
N -0.635 -2.094 0.005
C -0.602 -2.893 -1.072
C -0.372 -2.506 -2.425
C -0.937 -4.241 -0.740
C -1.173 -4.238 0.594
C -1.566 -5.453 1.405
C -3.072 -5.769 1.317
C -1.119 -5.397 -1.691
C -2.350 -5.293 -2.582
C -0.881 -0.677 4.218
C -0.688 0.689 4.163
C -0.415 1.567 5.367
C 1.118 1.634 5.676
C -0.897 -1.533 5.436
C -2.287 -1.792 5.968
N -0.362 1.998 -0.059
C -0.376 5.414 1.447
C -1.828 5.809 1.842
H 1.783 2.711 -6.265
H 1.837 2.713 -4.518
H 2.394 1.324 -5.415
H -0.553 2.215 -5.368
H 0.044 0.929 -6.390
H -0.849 -2.511 -5.184
H -0.521 -1.185 -6.339
H 1.622 -2.770 -4.713
H 1.244 -3.221 -6.361
H 1.948 -1.602 -5.994
H -0.135 3.075 -3.229
H -0.543 5.198 -2.623
H -0.437 6.250 -1.301
H 2.027 4.759 -2.222
H 1.644 6.336 -2.727
H 1.911 6.037 -1.021
H -0.438 3.092 3.126
H -1.137 -3.247 3.101
H -0.362 -3.254 -3.187
H -1.018 -6.294 0.996
H -1.234 -5.386 2.448
H -3.361 -5.923 0.259
H -3.391 -6.675 1.850
H -3.643 -4.909 1.715
H -0.243 -5.560 -2.335
H -1.172 -6.290 -1.078
H -2.209 -4.508 -3.364
H -2.509 -6.238 -3.181
H -3.253 -5.128 -1.983
H -0.805 2.566 5.220
H -0.905 1.090 6.216
H 1.635 1.992 4.805
H 1.415 2.248 6.537
H 1.517 0.649 5.954
H -0.354 -2.464 5.209
H -0.315 -1.052 6.217
H -2.802 -2.473 5.299
H -2.218 -2.271 6.978
H -2.793 -0.818 6.120
H 0.236 5.284 2.377
H 0.034 6.293 0.895
H -2.238 4.991 2.450
H -1.836 6.769 2.380
H -2.417 5.881 0.943
Se 3.668 -2.112 2.676
N 4.858 -1.018 2.032
C 4.256 -0.270 1.144
C 4.837 0.762 0.350
C 3.983 1.434 -0.502
C 2.571 1.127 -0.557
N 2.050 0.148 0.078
C 2.858 -0.555 0.971
N 2.385 -1.486 1.717
H 5.887 0.967 0.354
H 4.301 2.263 -1.136
H 1.915 1.663 -1.224


The following is a DFT calculation (ωB97M-V/def2-TZVPD) of C34H38BN4P2PdS as an isolated structure.

Computed properties:
Frontier orbital gap = 4.55 eV
Strongest force on any atom = 5.87 eV Å⁻¹
Lowest unoccupied orbital energy = 0.07813 hartree
Highest occupied orbital energy = -2.4 eV
Net charge = -1
DFT total energy = -2770.9762 a.u.
Energy above the lowest of the compared OMol25 structures with the same formula, charge and spin = 119.8 kJ/mol

Atoms and positions in Å:
Pd 0.593 0.939 -1.237
C -1.634 -6.113 3.925
S -1.942 -4.535 3.203
C -1.946 -4.834 1.361
C -1.943 -3.506 0.534
C -0.697 -2.651 0.817
N -0.916 -1.313 0.293
P -0.074 0.201 0.780
C 1.288 -0.414 1.810
C 1.238 -0.867 3.142
C 2.427 -1.154 3.860
C 3.671 -0.990 3.233
C 3.751 -0.624 1.870
C 2.505 -0.478 1.141
C -1.354 1.050 1.682
C -1.649 2.428 1.289
C -2.474 3.244 2.124
C -2.867 2.763 3.405
C -2.636 1.492 3.725
C -1.977 0.615 2.903
P -0.867 -0.829 -1.473
C -0.197 -2.145 -2.452
C -0.966 -3.270 -2.850
C -0.552 -3.989 -4.029
C 0.752 -3.855 -4.415
C 1.607 -2.832 -3.779
C 1.168 -2.011 -2.766
C -2.513 -0.396 -2.126
C -3.548 0.249 -1.389
C -4.740 0.632 -2.030
C -4.950 0.432 -3.390
C -4.030 -0.345 -4.130
C -2.828 -0.768 -3.464
H -1.417 -5.861 4.986
H -0.752 -6.621 3.560
H -2.457 -6.820 3.844
H -2.881 -5.348 1.136
H -1.062 -5.456 1.136
H -2.777 -2.858 0.874
H -2.309 -3.659 -0.507
H 0.258 -3.090 0.430
H -0.633 -2.558 1.888
H 0.376 -0.907 3.752
H 2.498 -1.371 4.909
H 4.631 -0.877 3.764
H 4.728 -0.607 1.417
H 2.617 -0.247 0.082
H -1.387 2.764 0.347
H -2.830 4.211 1.676
H -3.371 3.488 4.045
H -2.878 1.099 4.763
H -1.782 -0.396 3.249
H -2.041 -3.279 -2.639
H -1.187 -4.753 -4.518
H 1.159 -4.409 -5.280
H 2.662 -2.774 -4.159
H 1.801 -1.234 -2.394
H -3.292 0.536 -0.426
H -5.488 1.200 -1.410
H -5.778 0.895 -3.908
H -4.105 -0.673 -5.162
H -2.029 -1.160 -4.095
B 2.119 2.797 -5.167
C 1.271 2.183 -4.008
N 0.676 1.772 -3.091
H 1.614 3.862 -5.545
H 2.096 2.123 -6.122
H 3.292 2.955 -4.811
N 5.015 6.998 1.915
C 4.226 6.051 1.482
C 3.328 5.243 2.339
C 2.437 4.302 1.745
C 2.623 4.107 0.365
C 3.631 4.723 -0.324
N 4.287 5.775 0.180
H 5.037 7.248 2.859
H 5.612 7.402 1.220
H 3.337 5.349 3.442
H 1.634 3.779 2.227
H 1.978 3.514 -0.242
H 3.808 4.457 -1.389